Entry 1:
A single C25H37N3O6S molecule, computed with the ωB97M-V functional and the def2-TZVPD basis.

Geometry as XYZ:
```
72
Properties=species:S:1:pos:R:3:forces:R:3:nbo_charge:R:1
C 7.2839 -3.1434 1.9875 0.1 -0.4 -0.1 -0.262
H 7.3241 -3.9605 2.7102 0.0 0.1 -0.1 0.196
H 6.8312 -3.5123 1.0650 0.1 0.0 0.1 0.193
H 8.2793 -2.7529 1.7940 -0.1 0.0 0.0 0.199
O 6.5263 -2.0596 2.5101 0.1 0.3 0.0 -0.510
C 5.2718 -2.3364 2.8774 -0.1 0.2 0.2 0.802
O 4.7842 -3.4335 2.7970 0.0 -0.2 0.0 -0.606
C 4.5807 -1.0930 3.4146 0.0 0.1 0.1 -0.315
C 3.1727 -1.4128 3.9204 0.1 -0.3 -0.2 -0.407
H 3.2068 -2.2686 4.5950 0.0 0.0 0.1 0.228
H 2.7887 -0.5494 4.4674 0.0 0.0 0.0 0.209
C 2.2290 -1.7389 2.7572 -0.1 -0.2 0.4 -0.222
N 2.2192 -0.6584 1.7978 0.3 -0.1 -0.2 -0.451
C 1.2238 0.2143 1.5219 -0.3 -0.2 0.3 0.703
O 1.4097 1.1679 0.7866 -0.1 0.4 -0.2 -0.655
C -0.1648 -0.0912 2.0968 0.1 0.2 0.0 -0.312
H -0.0690 -0.4003 3.1397 0.0 0.0 -0.1 0.221
C -0.7774 -1.2291 1.2683 0.1 0.1 -0.1 -0.393
H -0.1377 -2.1123 1.2893 -0.1 0.0 0.0 0.223
H -1.7431 -1.5079 1.6924 0.0 0.0 0.0 0.212
C -0.9354 -0.7878 -0.1861 0.1 -0.4 -0.2 -0.218
N -1.5919 0.5029 -0.2645 0.1 0.0 0.3 -0.450
C -1.6378 1.2696 -1.3686 -0.1 0.0 0.0 0.710
O -2.2434 2.3320 -1.4012 0.1 0.3 -0.1 -0.669
C -0.9025 0.7743 -2.6114 0.3 -0.1 0.4 -0.178
N -1.5995 1.2203 -3.7979 -0.5 -0.5 -0.4 -0.844
S -2.8874 0.2575 -4.2301 0.0 0.1 -0.4 2.321
O -2.4062 -1.0956 -4.2659 0.0 0.1 0.3 -0.952
O -3.4495 0.8242 -5.4193 -0.1 0.3 0.3 -0.931
C -4.0591 0.4041 -2.8856 0.4 -0.2 -0.5 -0.353
C -4.7919 1.5667 -2.7516 -0.2 0.1 0.0 -0.143
C -5.6155 1.7212 -1.6534 0.1 -0.1 -0.1 -0.209
C -5.7080 0.7226 -0.6872 0.0 -0.1 0.0 -0.005
C -4.9766 -0.4468 -0.8541 0.0 0.1 0.0 -0.177
C -4.1493 -0.6070 -1.9529 0.1 -0.2 -0.1 -0.206
H -3.5783 -1.5088 -2.1111 0.0 -0.1 0.1 0.239
H -5.0525 -1.2364 -0.1198 0.0 -0.1 0.1 0.202
C -6.5800 0.9237 0.5143 0.0 0.0 0.0 -0.631
H -7.5819 1.2224 0.2121 -0.1 0.0 0.0 0.224
H -6.1726 1.7165 1.1410 0.0 0.0 0.1 0.224
H -6.6495 0.0147 1.1062 0.0 0.0 0.1 0.214
H -6.1873 2.6293 -1.5332 -0.1 0.1 0.0 0.215
H -4.7070 2.3311 -3.5072 0.0 0.2 0.0 0.234
H -1.8903 2.1863 -3.7160 -0.1 0.2 0.0 0.417
H -0.9078 -0.3155 -2.6745 0.2 0.1 0.2 0.246
C 0.5554 1.2937 -2.5858 0.0 -0.1 -0.2 -0.206
C 0.6113 2.7965 -2.8485 0.0 -0.2 0.2 -0.625
H 1.6164 3.1660 -2.6593 0.1 0.1 0.0 0.215
H -0.0768 3.3231 -2.1925 0.0 0.2 0.0 0.228
H 0.3500 3.0108 -3.8817 0.0 0.1 -0.2 0.205
C 1.3859 0.5339 -3.6154 -0.1 0.1 0.2 -0.609
H 2.3997 0.9263 -3.6469 0.1 0.0 0.0 0.208
H 1.4308 -0.5259 -3.3740 0.0 -0.2 0.0 0.203
H 0.9340 0.6411 -4.5981 0.0 0.0 -0.2 0.220
H 0.9559 1.1141 -1.5820 -0.1 0.0 0.0 0.232
C -2.1614 1.0032 0.9675 -0.1 0.4 0.2 -0.229
C -1.0612 1.1593 2.0173 -0.1 0.1 -0.1 -0.403
H -0.4373 2.0086 1.7327 -0.1 0.0 0.1 0.244
H -1.5161 1.3705 2.9852 0.0 0.0 0.0 0.208
H -2.9500 0.3250 1.3097 0.0 0.0 0.0 0.184
H -2.6140 1.9696 0.7408 0.0 -0.2 0.1 0.257
H -1.5172 -1.5382 -0.7372 0.1 0.0 0.0 0.203
H 0.0566 -0.7244 -0.6404 0.0 -0.1 0.0 0.207
C 3.5347 -0.4144 1.2354 0.2 0.4 -0.2 -0.232
C 4.5145 -0.0064 2.3328 0.0 -0.1 -0.1 -0.401
H 5.5036 0.1592 1.9067 0.0 0.1 0.0 0.229
H 4.1712 0.9262 2.7845 0.0 0.0 0.0 0.215
H 3.4384 0.3804 0.4942 0.1 -0.2 0.1 0.254
H 3.8778 -1.3306 0.7424 0.0 0.0 0.0 0.190
H 1.2319 -1.9358 3.1434 0.0 0.0 -0.1 0.212
H 2.5871 -2.6448 2.2573 -0.1 0.1 0.1 0.221
H 5.2004 -0.7304 4.2417 0.0 0.0 -0.1 0.240
```
Forces are in eV/Å.

Computed properties:
SMILES string: COC(=O)C1CCN(C(=O)C2CCN(C(=O)[C@@H](NS(=O)(=O)c3ccc(C)cc3)C(C)C)CC2)CC1
Largest force on an atom (eV/A): 0.79
ΔE to the lowest compared entry with this formula, charge and spin (kcal per mole): 3.2
HOMO (eV): -9.1



Entry 2:
A molecular structure, C25H38BN12S3Sn at a distorted geometry, computed with the ωB97M-V functional and the def2-TZVPD basis.

Geometry as XYZ:
```
80
Properties=species:S:1:pos:R:3:forces:R:3:lowdin_charge:R:1
Sn 0.5662 -0.3568 -0.3591 0.7 0.2 1.1 1.382
C -4.0140 0.5057 -1.4489 -0.8 1.4 -0.8 -0.090
C -3.2969 -0.5382 -0.6651 2.3 -0.3 1.6 -0.389
C -4.3454 -1.5203 -0.1311 -0.6 0.1 -1.6 -0.043
C -2.6097 0.0649 0.6042 -0.7 0.2 0.7 -0.237
C -3.3017 0.7313 1.6459 -1.2 0.4 0.1 -0.023
C -2.3814 1.0462 2.6304 1.4 0.1 -2.2 -0.026
N -1.1454 0.7009 2.1457 -1.2 -0.5 0.3 -0.021
N -1.3075 -0.0253 0.9778 0.0 1.2 -0.4 -0.055
B 0.2625 0.9911 2.7240 1.1 -0.6 -0.7 -0.487
N 1.0165 -0.3680 2.7561 0.2 -0.6 0.3 -0.024
C 1.2430 -1.2386 3.7857 -0.4 2.2 -0.4 -0.033
C 2.1000 -2.1760 3.3373 0.6 -1.9 0.3 -0.019
C 2.3471 -1.9515 1.9964 0.0 1.4 -1.1 -0.276
N 1.7107 -0.8129 1.6583 -1.6 0.1 0.1 -0.048
C 3.3076 -2.4869 0.9749 1.2 -1.2 0.3 -0.369
C 4.1886 -3.5907 1.6515 -0.1 -0.7 -1.0 -0.060
C 4.1919 -1.3339 0.4356 1.7 -1.3 2.7 -0.054
N 1.1179 1.9781 1.7802 -0.9 -0.1 -0.6 -0.014
C 1.4937 3.2326 2.0632 0.1 0.8 -1.2 -0.054
C 1.8659 3.9010 0.8780 -1.0 -1.0 0.3 0.021
C 1.7107 2.9143 -0.1545 0.0 0.6 2.0 -0.272
N 1.2354 1.7864 0.4104 -0.4 -0.3 0.7 -0.055
C 2.3524 2.9159 -1.4943 -0.9 1.1 -0.9 -0.379
C 2.6962 4.3313 -1.9824 -0.4 0.6 0.5 -0.056
C 1.5108 2.3165 -2.6167 0.6 0.0 -1.1 -0.099
H -4.6104 0.0049 -2.2567 0.4 0.6 0.8 0.111
H -4.6933 1.0852 -0.7509 0.4 -0.7 -0.9 0.101
H -3.3641 1.2682 -1.9271 -0.2 -0.6 0.2 0.024
H -2.4017 -0.9692 -1.1818 -1.1 -0.2 -0.2 0.100
H -4.9545 -0.8678 0.5019 -0.2 -0.8 0.2 0.080
H -5.0151 -1.9466 -0.9467 0.9 0.6 0.9 0.119
H -3.8802 -2.3326 0.3888 0.0 -0.4 0.6 0.071
H -4.3814 1.0219 1.6908 1.2 -0.7 -0.1 0.135
H -2.4803 1.6233 3.5211 0.0 0.0 0.5 0.129
H 0.2350 1.4233 3.8145 -0.3 0.4 0.3 0.121
H 0.9236 -1.0771 4.8114 -0.2 0.2 -0.4 0.148
H 2.4345 -2.9541 3.9786 0.5 -0.5 0.1 0.119
H 2.8141 -2.9393 0.0734 -0.1 0.2 0.9 0.131
H 4.9774 -3.2009 2.3451 -0.8 -0.2 -0.6 0.106
H 3.5425 -4.3335 2.1745 0.5 0.5 -0.2 0.082
H 4.6797 -4.1634 0.8174 -0.2 0.5 0.9 0.096
H 4.7999 -0.9436 1.3305 -0.9 -0.3 -1.3 0.128
H 4.9364 -1.6849 -0.2876 -0.5 0.2 -0.1 0.097
H 3.5443 -0.5729 0.1397 -0.6 1.5 -1.1 0.001
H 1.4809 3.6559 3.0538 -0.1 -0.3 0.2 0.136
H 2.0620 4.9702 0.8171 0.4 -0.5 -0.2 0.121
H 3.2263 2.3376 -1.2638 0.9 -0.3 -0.6 0.147
H 1.7775 4.9922 -2.0106 0.9 -0.8 -0.1 0.110
H 3.4096 4.8228 -1.3272 0.1 0.1 0.0 0.084
H 3.1332 4.2783 -2.9820 -0.1 0.1 0.2 0.089
H 0.5725 2.9164 -2.6680 0.4 -0.7 -0.1 0.067
H 2.0580 2.4246 -3.6223 -0.8 -0.1 1.5 0.121
H 1.3700 1.2427 -2.4680 -0.5 0.1 -0.2 -0.022
N -0.6934 -3.3853 2.0621 -0.2 1.3 -1.1 0.172
C -0.5570 -3.8952 0.8225 -0.3 0.0 1.2 -0.613
N -0.4252 -3.0912 -0.2071 -0.6 0.5 0.6 0.044
C -0.4027 -3.8031 -1.3414 1.5 -0.9 -1.0 -0.345
C -0.4352 -5.1924 -1.2251 0.6 0.1 0.4 -0.254
S -0.5575 -5.6270 0.4333 -0.1 0.5 -0.5 1.172
C -0.0982 -3.1700 -2.5857 -0.9 0.6 0.0 -0.316
C 0.4264 -3.7961 -3.7165 -0.4 -0.8 0.6 -0.309
S 0.4154 -2.8780 -5.0960 0.3 1.0 0.2 1.223
C -0.1097 -1.5703 -4.0550 -1.6 1.0 1.4 -0.615
N -0.4282 -1.8567 -2.7620 1.3 -0.7 -2.4 0.028
N -0.2871 -0.3071 -4.4445 -1.3 1.8 -0.1 0.141
H -0.8166 -2.3530 2.0620 0.2 -1.1 0.2 0.107
H -0.8792 -3.8551 2.9259 0.1 -0.6 0.0 0.127
H -0.1582 -5.8567 -2.0442 -0.5 -0.1 0.5 0.104
H 0.7891 -4.7812 -3.7436 0.3 -1.1 -0.1 0.082
H -0.5688 0.0343 -5.3763 0.7 -0.9 0.4 0.148
H -0.7504 0.2833 -3.7210 0.7 -0.8 -0.7 0.123
N -4.0784 4.5509 0.2199 3.3 -0.7 0.0 0.167
C -2.7580 4.2231 -0.0866 -2.7 0.6 2.2 -0.779
N -1.8697 4.1427 0.9007 -1.3 -0.1 0.0 0.177
S -2.2629 3.8364 -1.6657 0.1 0.3 -0.4 0.968
H -4.3585 4.8131 1.1732 0.3 -0.1 -0.8 0.149
H -4.7735 4.3859 -0.4694 -0.6 0.0 -0.4 0.104
H -2.1717 4.0136 1.8682 0.1 0.2 -0.5 0.146
H -0.9022 4.0359 0.7031 1.0 -0.1 -0.2 0.074
```
Forces are in eV/Å.

Computed properties:
Charge: +3
Largest force on an atom (eV/A): 3.58
ΔE to the lowest compared entry with this formula, charge and spin (kcal per mole): 12.8
HOMO (alpha / beta) (eV): -16.0 / -16.2



Entry 3:
A molecular structure, C25H38Cl2N2O3PTl at a distorted geometry, computed with the ωB97M-V functional and the def2-TZVPD basis.

Geometry as XYZ:
```
72
Properties=species:S:1:pos:R:3:forces:R:3:lowdin_charge:R:1
O -1.5057 2.9805 0.8610 0.5 0.3 -0.6 0.004
C -1.1931 3.4460 -0.2272 0.7 0.6 0.0 -0.301
C -2.0781 3.4000 -1.4270 -0.8 -0.3 0.0 -0.216
C -2.7792 2.2678 -1.8714 0.1 0.2 0.0 -0.046
H -2.5055 1.2810 -1.4925 -0.2 0.3 0.1 0.055
C -3.7647 2.4075 -2.8499 0.1 0.1 0.1 -0.071
H -4.3223 1.5243 -3.1609 0.1 0.2 0.0 0.105
C -4.0514 3.6634 -3.4086 0.2 -0.1 0.2 -0.085
H -4.8483 3.7616 -4.1576 0.4 0.0 0.3 0.104
C -3.3077 4.7747 -2.9934 -0.4 -0.1 -0.3 -0.083
H -3.5093 5.7566 -3.4273 0.1 -0.3 0.1 0.102
C -2.3387 4.6338 -2.0043 0.1 0.0 -0.4 -0.048
H -1.7493 5.4883 -1.6845 -0.2 0.0 0.0 0.113
H -0.3502 4.2249 -0.4028 -1.3 -0.7 0.8 0.122
C 1.7933 3.1369 -0.3921 1.3 0.0 -1.0 -0.152
C 0.7276 2.4217 -1.1348 -1.2 -1.1 0.7 -0.368
H 2.1977 3.9458 -1.0332 0.1 -0.1 0.4 0.094
H 2.6222 2.4541 -0.1163 -0.1 0.5 0.0 0.070
H 1.4122 3.5883 0.5352 0.0 -0.3 -0.2 0.078
C 0.5318 2.2515 -2.4631 1.8 -0.2 -0.8 -0.220
C 1.7010 2.2861 -3.4337 0.0 1.3 -0.2 -0.092
H -0.4351 1.9998 -2.9319 0.4 -0.7 0.7 0.100
H 1.5867 3.1057 -4.1624 0.2 -0.4 -0.1 0.082
H 1.7595 1.3249 -3.9659 -0.1 0.3 0.0 0.081
H 2.6507 2.4284 -2.8875 -0.4 0.0 -0.3 0.076
Tl 1.2815 0.1595 -0.9109 -1.3 -0.2 0.6 0.576
Cl -0.8938 -0.8631 -1.4999 0.2 -0.1 -0.8 0.081
Cl 3.2780 -1.0895 -1.7357 -0.9 0.7 0.5 -0.003
C 1.1027 -3.1169 -0.2439 0.4 0.8 1.0 -0.407
O 0.9504 -2.3721 0.7451 0.2 -1.0 -1.4 -0.121
N 2.0409 -4.0808 -0.3249 0.1 -0.1 0.2 -0.198
C 2.7689 -4.5124 0.8604 0.1 -0.1 -0.1 -0.034
C 2.3806 -4.6890 -1.6046 -0.5 -0.1 0.3 -0.062
H 0.4842 -3.0122 -1.1583 0.3 0.1 0.3 0.079
H 2.5671 -3.8237 1.6947 0.1 -0.3 -0.4 0.090
H 3.8450 -4.5638 0.6387 -0.2 0.2 0.1 0.090
H 2.4500 -5.5322 1.1250 0.0 0.2 0.1 0.092
H 1.8781 -4.0886 -2.3712 0.3 -0.4 -0.1 0.084
H 2.0391 -5.7324 -1.6389 0.0 0.2 -0.1 0.088
H 3.4665 -4.7102 -1.7713 -0.3 0.3 0.1 0.090
H 3.0935 0.7357 4.3122 0.0 0.2 -0.3 0.100
H 1.0249 2.0271 5.4475 -0.1 0.0 -0.2 0.094
C 2.9353 1.4635 3.4999 0.1 -0.1 0.2 -0.026
C 0.9300 2.5679 4.4969 0.0 -0.2 -0.3 -0.029
N 1.5169 1.7921 3.4055 0.3 0.0 -0.1 -0.169
H 3.2653 1.0340 2.5435 -0.1 0.2 0.5 0.090
C 0.8117 1.3240 2.3690 0.2 -0.5 -0.5 -0.269
O 1.3213 0.5674 1.5084 -0.1 0.7 0.4 -0.144
H -0.1230 2.7292 4.2579 0.1 0.1 0.2 0.095
H -0.2386 1.6501 2.3218 0.2 -0.1 -0.1 0.129
H 3.5080 2.3708 3.7401 -0.2 -0.2 -0.1 0.093
H 1.4522 3.5265 4.6182 -0.2 -0.2 -0.2 0.091
C -2.7729 -2.6133 0.8175 0.2 -0.1 -0.1 -0.293
P -1.8885 -1.1155 1.4382 -0.3 0.4 0.4 0.847
C -3.2978 0.0910 1.4392 0.1 0.0 0.1 -0.285
C -1.8373 -1.5980 3.2140 -0.1 -0.2 0.3 -0.382
C -0.5857 -2.0116 3.6998 -0.3 0.1 0.2 -0.109
C -0.4548 -2.4624 5.0111 -0.1 -0.1 0.2 -0.099
C -1.5609 -2.5054 5.8644 0.0 0.1 -0.3 -0.102
C -2.8100 -2.0990 5.3826 0.1 0.0 0.0 -0.097
C -2.9543 -1.6567 4.0663 0.5 0.0 0.2 -0.097
H -3.0529 -2.4523 -0.2277 -0.1 0.0 0.1 0.013
H -3.6486 -2.8673 1.4278 0.1 0.1 -0.2 0.038
H -2.0692 -3.4517 0.8439 -0.1 0.0 0.0 0.032
H -4.1490 -0.2655 2.0414 0.1 0.3 -0.4 0.021
H -3.6126 0.2655 0.3974 0.0 -0.1 0.4 0.027
H -2.9228 1.0529 1.8239 -0.2 -0.3 -0.1 0.023
H 0.2793 -1.9786 3.0372 -0.2 0.0 0.1 0.078
H 0.5185 -2.7913 5.3741 -0.2 0.1 -0.1 0.097
H -1.4519 -2.8558 6.8918 0.0 0.1 -0.3 0.097
H -3.6790 -2.1308 6.0383 0.2 0.0 -0.1 0.098
H -3.9405 -1.3471 3.7148 0.3 -0.1 0.1 0.088
```
Forces are in eV/Å.

Computed properties:
Largest force on an atom (eV/A): 1.98
HOMO (alpha / beta) (eV): -7.3 / -7.3



Number 1: calculated total energy -54117.9395 eV. Number 2: calculated total energy -83412.8026 eV. Number 3: calculated total energy -74688.7151 eV.